1.
C27H33F4N3O3Ta as an isolated structure. Source: OMol25; level of theory: ωB97M-V/def2-TZVPD.

```
71
C27H33F4N3O3Ta ωB97M-V/def2-TZVPD
Ta 0.2147 0.6657 0.0628
C 3.3553 -0.5203 0.6954
O 2.0352 -0.4492 1.2917
C 2.0768 -0.2960 2.7186
C 0.6644 -0.3018 3.1994
O 0.0112 0.8030 2.5407
C -1.2885 1.1337 3.0728
C -2.3374 0.3361 2.3726
O -2.2627 0.7091 0.9972
C -3.3546 0.1414 0.2450
H 3.9127 0.3967 0.8898
H 3.8911 -1.3702 1.1152
H 3.2228 -0.6707 -0.3738
H 2.6269 -1.1268 3.1658
H 2.5807 0.6401 2.9727
H 0.1588 -1.2381 2.9498
H 0.6420 -0.1551 4.2803
H -1.3142 0.9569 4.1483
H -1.4302 2.1982 2.8866
H -2.1931 -0.7446 2.4780
H -3.3166 0.5977 2.7820
H -4.2958 0.4220 0.7166
H -3.3264 0.5524 -0.7566
H -3.2724 -0.9464 0.2095
C 2.2282 1.0808 -2.2206
C 0.9900 1.4743 -3.0120
N -0.2037 0.8417 -2.4168
C -0.6059 -0.4396 -3.0843
C 0.5160 -1.4275 -3.3541
C -1.3881 1.7253 -2.4206
C -1.2096 2.9207 -1.5131
N -0.3367 2.5678 -0.3934
C 0.1284 3.6568 0.3798
C 1.2741 3.4597 1.1368
F 1.8405 2.1925 1.0238
C 1.8816 4.4081 1.9204
F 2.9661 4.0772 2.6028
C 1.3398 5.6796 1.9712
C 0.2010 5.9280 1.2261
F -0.3532 7.1184 1.2427
C -0.4124 4.9444 0.4506
F -1.5333 5.2644 -0.1845
H 3.1214 1.5419 -2.6430
H 2.3887 0.0038 -2.2096
H 2.1501 1.4620 -1.1779
H 1.0802 1.1892 -4.0617
H 0.8736 2.5565 -2.9759
H -1.0746 -0.1742 -4.0373
H -1.3726 -0.8983 -2.4636
H 1.2306 -1.0520 -4.0854
H 0.0758 -2.3293 -3.7787
H 1.0441 -1.7117 -2.4460
H -2.2321 1.1152 -2.1078
H -1.6045 2.0884 -3.4295
H -2.1942 3.2517 -1.1801
H -0.7611 3.7625 -2.0440
H 1.7935 6.4605 2.5682
N -0.9310 -9.2616 0.0452
C -0.8379 -8.1196 -0.0348
C -0.7287 -6.6940 -0.1036
C -1.3522 -5.9953 -1.1442
C -1.2635 -4.6248 -1.1945
C -0.5427 -3.9344 -0.1987
C 0.0860 -4.6507 0.8462
C -0.0080 -6.0192 0.8928
C -0.4169 -2.5463 -0.2218
C -0.2925 -1.3132 -0.2348
H -1.9044 -6.5399 -1.8975
H -1.7495 -4.0783 -1.9914
H 0.6383 -4.1136 1.6054
H 0.4607 -6.5813 1.6883
```

Summary:
HOMO (alpha / beta): -0.6184 / -0.6184 Eh
E: -51537.291 eV
HOMO-LUMO gap (alpha / beta): 5.39 / 5.38 eV
Total charge: +3
Relative energy (zero: lowest compared OMol25 entry of this formula, charge and spin): 45.11 kcal/mol

And the Löwdin charges, in e, turn out to be: 2.060, -0.010, -0.324, -0.141, -0.126, -0.237, -0.113, -0.164, -0.284, -0.024, 0.116, 0.122, 0.079, 0.163, 0.149, 0.140, 0.163, 0.158, 0.149, 0.146, 0.161, 0.120, 0.074, 0.104, -0.052, -0.184, -0.236, -0.220, -0.062, -0.158, -0.161, -0.127, -0.139, -0.117, -0.021, -0.198, 0.151, 0.148, -0.179, 0.178, -0.125, 0.141, 0.125, 0.062, 0.044, 0.147, 0.130, 0.145, 0.097, 0.091, 0.101, 0.052, 0.097, 0.161, 0.146, 0.142, 0.169, 0.241, -0.135, -0.159, 0.025, 0.022, -0.224, 0.014, 0.023, -0.021, -0.152, 0.143, 0.129, 0.122, 0.142

2.
C27H33F6GeMoNO11PS4 as an isolated structure. Source: OMol25; level of theory: ωB97M-V/def2-TZVPD.

```
85
C27H33F6GeMoNO11PS4 ωB97M-V/def2-TZVPD
Mo 0.2539 -1.0444 -1.2845
F -0.3057 -0.9419 4.9755
C -1.0659 -1.2057 3.9082
F -1.9305 -2.1522 4.2550
F -1.7324 -0.0931 3.6216
S 0.0252 -1.7230 2.4385
O -0.1470 -0.6151 1.5320
O 1.2788 -2.0409 3.0207
N -0.7057 -2.9909 1.8309
S -1.8554 -2.4949 0.8836
O -2.8585 -1.7340 1.5348
O -1.3690 -1.9736 -0.3944
C -2.6353 -4.1026 0.2985
F -3.4780 -3.8360 -0.6928
F -3.3076 -4.7221 1.2607
F -1.6981 -4.9237 -0.1485
O -0.0472 -1.1890 -5.2237
S 0.0856 -1.3145 -3.8146
O -0.9490 -0.6088 -2.9679
O 1.3632 -0.8256 -3.2051
S -0.0404 -3.1120 -2.9355
C -0.0997 2.4278 0.9921
Ge -0.7959 1.2152 -0.4376
C -2.7043 0.7639 -0.0502
C -3.4264 0.0245 -0.9792
C -4.7669 -0.2435 -0.7628
C -5.3925 0.2242 0.3804
C -4.6806 0.9692 1.3041
C -3.3379 1.2298 1.0971
C -0.6575 2.2969 -2.1470
C 0.3916 2.0659 -3.0017
C 0.4977 2.7255 -4.2357
C -0.4402 3.6475 -4.6009
C -1.5047 3.9618 -3.7325
C -2.4552 4.9466 -4.0758
C -3.4736 5.2685 -3.2253
C -3.5793 4.6219 -1.9841
C -2.6813 3.6531 -1.6315
C -1.6259 3.2787 -2.4895
H -0.6241 3.3804 0.9336
H 0.9599 2.5978 0.8264
H -0.2465 1.9809 1.9699
H -2.9353 -0.3383 -1.8764
H -5.3218 -0.8265 -1.4823
H -6.4336 -0.0024 0.5586
H -5.1667 1.3376 2.1954
H -2.7800 1.8076 1.8219
H 1.1771 1.3766 -2.7155
H 1.3226 2.4833 -4.8900
H -0.3785 4.1706 -5.5443
H -2.3531 5.4468 -5.0291
H -4.1977 6.0218 -3.4984
H -4.3732 4.9036 -1.3068
H -2.7630 3.1550 -0.6756
C 1.5834 -4.2854 0.0420
C 2.6038 -3.1454 0.0328
C 3.3476 -3.1045 -1.3016
C 3.5609 -3.3007 1.2136
O 1.8464 -1.8963 0.2103
P 2.6300 -0.4286 0.2500
O 4.0437 -0.4664 -0.1236
O 1.6597 0.3043 -0.7096
O 2.3062 0.1309 1.6836
C 3.2578 0.7214 2.6004
C 2.4239 1.1024 3.8235
C 4.3345 -0.2785 2.9973
C 3.8811 1.9509 1.9502
H 2.1087 -5.2357 0.0676
H 0.9558 -4.2554 -0.8490
H 0.9505 -4.2098 0.9226
H 3.7148 -4.0984 -1.5418
H 4.1813 -2.4090 -1.2598
H 2.6780 -2.7779 -2.1020
H 4.0461 -4.2720 1.1722
H 2.9995 -3.2129 2.1396
H 4.3219 -2.5291 1.1804
H 2.0063 0.2063 4.2721
H 1.6058 1.7522 3.5327
H 3.0460 1.6120 4.5532
H 3.8656 -1.1734 3.3936
H 4.9797 0.1635 3.7533
H 4.9356 -0.5347 2.1327
H 3.1001 2.6237 1.6055
H 4.4759 1.6443 1.0951
H 4.5151 2.4704 2.6637
```

Summary:
HOMO (alpha / beta): -0.3011 / -0.3012 Eh
E: -179855.434 eV
HOMO-LUMO gap (alpha / beta): 4.84 / 6.01 eV
Multiplicity: 2

And the Löwdin charges, in e, turn out to be: 1.567, 0.137, -0.635, 0.150, 0.141, 0.637, -0.397, -0.236, -0.262, 0.661, -0.206, -0.504, -0.654, 0.162, 0.168, 0.151, -0.263, 0.136, -0.527, -0.465, 0.495, -0.166, 1.043, -0.325, -0.123, -0.069, -0.076, -0.076, -0.124, -0.208, -0.132, -0.057, -0.026, -0.165, -0.037, -0.084, -0.072, -0.040, -0.166, 0.035, 0.008, 0.006, 0.088, 0.108, 0.105, 0.106, 0.100, 0.063, 0.111, 0.112, 0.111, 0.101, 0.104, 0.077, -0.032, -0.571, -0.024, -0.011, -0.300, 0.359, -0.195, -0.407, -0.173, -0.593, -0.004, -0.019, -0.015, 0.101, 0.015, 0.060, 0.101, 0.077, 0.044, 0.101, 0.072, 0.069, 0.073, 0.080, 0.095, 0.083, 0.097, 0.072, 0.079, 0.079, 0.095

3.
A 6-piece molecular cluster, C27H33N3O15 overall. Source: OMol25; level of theory: ωB97M-V/def2-TZVPD.

```
78
C27H33N3O15 ωB97M-V/def2-TZVPD
O -4.9493 -3.7693 -2.8445
N -4.6823 -2.6448 -3.1931
O -4.4407 -2.2545 -4.3132
C -4.4654 -1.5989 -2.0504
C -4.9545 -1.9504 -0.8182
C -4.9090 -0.9927 0.1764
C -4.4262 0.2851 -0.0691
C -4.1000 0.6548 -1.3114
C -4.0862 -0.3049 -2.3419
H -5.4200 -2.9370 -0.6521
H -5.2331 -1.2225 1.2144
H -4.3729 1.0208 0.7532
H -3.8154 1.6821 -1.4287
H -3.7632 -0.0251 -3.3391
O -1.4163 -0.9824 -4.5335
N -0.7189 -1.4958 -3.6753
O 0.0044 -0.9150 -2.9334
C -0.7309 -3.0021 -3.5962
C 0.0841 -3.6202 -2.5928
C 0.0479 -4.9687 -2.5053
C -0.6823 -5.6912 -3.3787
C -1.3864 -5.0780 -4.4480
C -1.4846 -3.7111 -4.4600
H 0.7463 -2.9823 -1.9317
H 0.4960 -5.5238 -1.7145
H -0.4182 -6.7271 -3.3157
H -1.7511 -5.6168 -5.3163
H -2.1260 -3.0941 -5.0769
O 2.7770 -3.7549 1.0327
N 2.9811 -2.5551 0.7884
O 4.0653 -2.0223 0.6226
C 1.8103 -1.6574 0.5637
C 2.0820 -0.3045 0.3282
C 0.9951 0.6136 0.2817
C -0.3119 0.1107 0.3960
C -0.5439 -1.2734 0.5698
C 0.5199 -2.1687 0.6956
H 3.0459 0.0438 0.2790
H 1.1617 1.6883 0.0911
H -1.1408 0.7633 0.4324
H -1.5472 -1.5858 0.8284
H 0.3519 -3.2357 0.8708
C -1.5173 3.8166 0.5272
O -1.7044 2.8763 -0.5371
C -0.7136 2.8477 -1.4835
O 0.2983 3.4999 -1.5178
O -1.0570 1.9989 -2.4713
C -0.1731 2.0884 -3.6575
H -1.8009 3.3272 1.4331
H -2.1968 4.6777 0.3248
H -0.4881 4.1876 0.5758
H -0.5689 1.2922 -4.3153
H 0.8446 1.8523 -3.2909
H -0.3645 3.0470 -4.0523
C 1.4623 8.9091 0.9870
O 1.8935 7.9508 1.9460
C 1.8137 6.7089 1.5095
O 1.1559 6.3479 0.5579
O 2.4902 5.9835 2.3647
C 2.0685 4.5997 2.3614
H 1.3773 9.8172 1.5394
H 0.4647 8.5870 0.5393
H 2.1972 9.0338 0.1396
H 2.9239 4.0430 2.7108
H 1.7695 4.3099 1.3450
H 1.2366 4.5157 3.0590
C 4.3404 -4.5598 5.9888
O 4.1942 -3.2627 5.4421
C 2.9386 -2.7074 5.4852
O 2.1125 -3.0556 6.2232
O 2.7036 -1.7273 4.5549
C 3.7932 -1.0216 3.9529
H 3.7618 -5.2847 5.4182
H 3.9416 -4.6763 7.0222
H 5.4475 -4.7619 5.8059
H 3.3356 -0.4415 3.1753
H 4.5666 -1.7010 3.5175
H 4.1605 -0.3142 4.7344
```

Summary:
SMILES string: O=[N+]([O-])c1ccccc1.O=[N+]([O-])c1ccccc1.O=[N+]([O-])c1ccccc1.COC(=O)OC.COC(=O)OC.COC(=O)OC
HOMO: -0.3619 Eh
E: -63707.018 eV
HOMO-LUMO gap: 9.23 eV

And the Löwdin charges, in e, turn out to be: 0.076, -0.334, 0.069, -0.118, -0.030, -0.077, -0.107, -0.073, 0.014, 0.129, 0.120, 0.123, 0.099, 0.116, 0.061, -0.329, 0.093, -0.115, 0.011, -0.109, -0.063, -0.029, -0.041, 0.124, 0.109, 0.105, 0.113, 0.114, 0.059, -0.328, 0.062, -0.150, 0.015, -0.019, -0.046, -0.044, -0.018, 0.086, 0.106, 0.076, 0.104, 0.125, -0.026, -0.059, -0.604, 0.110, -0.039, 0.007, 0.081, 0.113, 0.067, 0.075, 0.107, 0.081, -0.048, 0.009, -0.650, 0.105, 0.022, -0.010, 0.078, 0.115, 0.116, 0.091, 0.081, 0.101, -0.064, -0.054, -0.585, 0.178, -0.022, -0.048, 0.089, 0.102, 0.120, 0.067, 0.106, 0.109